## i
One molecule with the formula C5H8ClF. Source: the OMol25 dataset; level of theory: wB97M-V/def2-TZVPD.

Its SMILES is FC1(Cl)CCCC1. The HOMO-LUMO gap is 11.68 eV. Its HOMO energy is -0.3939 hartree.

ORCA input file:
```
! RIJCOSX wB97M-V def2-TZVPD def2/J DEFGRID3
* xyz 0 1
Cl -1.98972 -1.28114 0.03307
F -2.08550 1.30876 -0.08322
C 0.91941 -0.44333 0.79004
C -0.24867 0.31243 -1.23379
C 0.95655 -0.53339 -0.75787
C -1.17568 0.31002 -0.02089
C -0.29462 0.43340 1.22466
H 0.06747 1.36977 -1.37180
H 1.77549 0.08967 1.12966
H 0.85202 -1.46287 1.22565
H 1.86399 -0.14614 -1.14120
H 0.87916 -1.56409 -1.07758
H 0.05343 1.48944 1.23998
H -0.76381 -0.04346 -2.09063
H -0.80953 0.16092 2.13392
*
```

## ii
One molecule with the formula C5H8ClF. Source: the OMol25 dataset; level of theory: wB97M-V/def2-TZVPD.

Its SMILES is FC1(Cl)CCCC1. The HOMO-LUMO gap is 11.53 eV. Its HOMO energy is -0.3888 hartree.

ORCA input file:
```
! RIJCOSX wB97M-V def2-TZVPD def2/J DEFGRID3
* xyz 0 1
Cl -1.56328 -0.97348 -0.03190
F -1.08804 1.58410 0.08349
C 1.94874 -0.37629 0.66904
C 0.58064 0.23900 1.31672
C 0.35663 0.44366 -1.16357
C 1.76391 -0.32489 -0.95073
C -0.32554 0.44751 0.08944
H 0.60832 1.31487 1.88227
H 2.07026 -1.41104 1.16961
H -0.27188 0.22500 -2.02992
H 1.73165 -1.46866 -1.16591
H 0.02144 -0.59494 2.11358
H 2.75813 -0.06076 -1.38500
H 0.53710 1.48481 -1.48998
H 2.96671 0.22921 0.93097
*
```

Which is most stable? The ranking, best first, is i, ii.

## i
C4H11N2 as an isolated structure. Source: the OMol25 dataset; level of theory: wB97M-V/def2-TZVPD.

The HOMO-LUMO gap (spin up / spin down) is 4.88 / 9.06 eV. Its HOMO energy (spin up / spin down) is -0.1545 / -0.3086 hartree.

ORCA input file:
```
! RIJCOSX wB97M-V def2-TZVPD def2/J DEFGRID3
* xyz 0 2
N -0.32007 -0.92125 -0.51302
N -0.39193 -0.05339 1.57515
C 0.02328 1.25784 1.01898
C 1.01610 0.91861 -0.03609
C 0.29586 0.22594 -1.17905
C -0.80447 -1.92981 -1.22903
H -0.50301 0.83922 -1.68907
H 0.45556 1.92998 1.76728
H 0.98739 -0.01958 -2.00424
H -1.02535 -2.82570 -0.63251
H 0.40191 -0.51157 2.02402
H -0.57146 -0.62362 0.63950
H -1.18005 -0.03324 2.21653
H 1.93696 0.37805 0.22031
H -0.91584 -2.15739 -2.27841
H -0.87421 1.72419 0.61243
H 1.46931 1.80173 -0.51277
*
```

## ii
One molecule with the formula C4H11N2. Source: the OMol25 dataset; level of theory: wB97M-V/def2-TZVPD.

The HOMO-LUMO gap (spin up / spin down) is 6.68 / 10.41 eV. Its HOMO energy (spin up / spin down) is -0.2085 / -0.3459 hartree.

ORCA input file:
```
! RIJCOSX wB97M-V def2-TZVPD def2/J DEFGRID3
* xyz 0 2
N 1.31249 1.38362 -0.07642
N -1.13749 -0.04183 -0.76193
C -0.87842 -0.84717 0.39753
C 1.03149 0.65968 1.25961
C -1.72600 -0.40939 -1.93026
C 0.52991 -0.78958 0.86961
H 0.73773 -1.46255 1.72669
H 1.31247 2.40057 0.07998
H 0.09258 1.09315 1.65704
H 1.94980 0.76757 1.85655
H -1.64656 -0.57676 1.14485
H -0.45320 0.74444 -0.98703
H -1.79070 -1.42808 -2.24357
H 1.18676 -1.13037 0.04504
H -0.97226 -1.92784 0.08573
H -1.81708 0.31309 -2.72219
H 2.26848 1.25144 -0.40121
*
```

Which is most stable? The ranking, best first, is ii, i.

## i
A 3-piece molecular cluster, C6H14O3 overall. Source: the OMol25 dataset; level of theory: wB97M-V/def2-TZVPD.

The HOMO-LUMO gap (spin up / spin down) is 7.12 / 7.12 eV. Its HOMO energy (spin up / spin down) is -0.2369 / -0.2368 hartree.

ORCA input file:
```
! RIJCOSX wB97M-V def2-TZVPD def2/J DEFGRID3
* xyz 0 1
O -1.98315 0.57778 -1.93226
O 2.81764 0.44106 1.43804
O -1.00614 -1.44271 -2.49688
C -1.18188 -0.57146 1.05833
C 1.79017 -0.48851 1.61439
C 0.01117 0.09275 0.43189
C -0.77499 -0.13054 -2.05955
C 0.72484 -0.55809 -0.56280
C 0.03213 1.59190 0.51394
H -0.17790 0.45031 -2.77122
H -2.10093 -0.05408 0.77428
H 1.59870 -0.07709 -0.98295
H 2.51810 1.29831 1.75820
H 0.66589 -1.63746 -0.62072
H 0.95166 2.00221 0.09885
H -0.81286 2.00099 -0.04417
H -1.12047 -0.49793 2.14643
H -2.56941 0.06438 -1.36236
H 2.17731 -1.48405 1.41448
H -1.27207 -1.61435 0.76179
H 1.31244 -0.44803 2.59685
H -0.08400 1.92111 1.54953
H -1.51624 -1.43650 -3.32408
*
```

## ii
A 3-piece molecular cluster, C6H14O3 overall. Source: the OMol25 dataset; level of theory: wB97M-V/def2-TZVPD.

The HOMO-LUMO gap is 8.58 eV. Its HOMO energy is -0.2933 hartree.

ORCA input file:
```
! RIJCOSX wB97M-V def2-TZVPD def2/J DEFGRID3
* xyz 0 1
O 0.77536 0.42303 -1.40627
O -0.65184 2.09269 -2.00991
O -0.94171 0.04311 -2.87602
C 0.11092 -0.19200 1.14095
C 0.55904 -1.42742 1.90918
C -0.51043 0.74273 -1.77808
C -1.71080 -0.32603 -0.34268
C 0.97483 1.04007 1.36742
C 1.00761 -0.69055 -0.68736
H -0.67101 0.53196 -3.67540
H -0.84817 0.09048 1.57219
H -0.05824 2.60561 -1.44891
H 0.49632 -1.25296 2.98881
H 2.02873 0.86989 1.14658
H 0.88599 1.36003 2.41037
H -1.77223 -1.20134 0.29401
H 0.63605 1.86367 0.74069
H -2.29886 0.51073 0.01389
H 1.59056 -1.69993 1.68214
H -0.08315 -2.27930 1.67839
H 2.05511 -0.76845 -0.42331
H -2.08981 -0.73793 -1.27002
H 0.51573 -1.59808 -1.02666
*
```

## iii
A 4-piece molecular cluster, C6H14O3 overall. Source: the OMol25 dataset; level of theory: wB97M-V/def2-TZVPD.

Its SMILES is C=C/C=C/C=C.O.O.O. The HOMO-LUMO gap is 8.85 eV. Its HOMO energy is -0.3110 hartree.

ORCA input file:
```
! RIJCOSX wB97M-V def2-TZVPD def2/J DEFGRID3
* xyz 0 1
O 2.13533 1.53164 -0.30796
O 1.44113 1.12169 2.36265
O -1.11510 1.05678 -2.49857
C -1.97053 1.19122 1.42626
C -2.24816 0.28413 0.49323
C 0.55892 -2.27638 -0.13828
C -0.26208 -1.20596 0.42577
C -1.45330 -0.82657 -0.02131
C 1.81017 -2.09342 -0.56398
H 2.83528 1.30397 -0.92178
H -1.78228 0.43742 -2.20992
H 1.76261 0.84164 1.48353
H 2.26621 -2.73366 -1.29904
H -1.02938 1.11501 1.96512
H -1.93404 -1.35694 -0.83740
H 0.10517 -3.19619 -0.49429
H 2.44609 -1.29885 -0.18890
H 1.17017 2.01858 2.13146
H -3.21295 0.45717 0.01197
H 1.29845 1.64764 -0.76988
H -2.61318 2.00257 1.73040
H 0.21662 -0.69233 1.25865
H -0.42514 0.67084 -3.03775
*
```

Which is most stable? The ranking, best first, is iii, i, ii.

## i
An isolated ion of composition C9H15N2OS and charge +1. Source: the OMol25 dataset; level of theory: wB97M-V/def2-TZVPD.

The HOMO-LUMO gap (spin up / spin down) is 7.25 / 7.24 eV. Its HOMO energy (spin up / spin down) is -0.3910 / -0.3908 hartree.

ORCA input file:
```
! RIJCOSX wB97M-V def2-TZVPD def2/J DEFGRID3
* xyz 1 1
S 1.70437 0.81809 0.23289
O -0.12619 -2.74338 -0.65947
N -0.70796 1.97815 -0.34467
N -0.55068 -0.41248 -0.63614
C 1.96732 -0.85759 -0.09713
C -2.75043 0.49811 -0.36095
C -2.13961 1.91237 -0.69089
C 2.95294 -1.71114 0.55118
C -1.92880 -0.59610 -1.09900
C -0.19116 3.31023 -0.13727
C 0.22195 -1.46494 -0.40613
C 2.52980 -2.23320 1.90115
C 0.03121 0.87131 -0.33755
H -2.23946 -1.62014 -0.77416
H 0.87333 3.61596 -0.42923
H 3.25523 -2.55704 -0.19428
H 1.64166 -2.81484 1.90048
H -0.84104 4.04009 -0.62936
H 3.76331 -1.01994 0.61906
H -2.46124 2.12053 -1.73773
H 3.47039 -2.67173 2.52566
H -0.20945 3.31927 0.99435
H -1.88341 -0.40643 -2.23566
H -3.84807 0.55132 -0.68674
H -2.72339 2.61521 -0.07119
H 0.55917 -3.32062 -0.44685
H -2.66682 0.13875 0.68276
H 2.29701 -1.35983 2.56690
*
```

## ii
An isolated ion of composition C9H15N2OS and charge +1. Source: the OMol25 dataset; level of theory: wB97M-V/def2-TZVPD.

Its SMILES is CS[C@](C)([NH3+])COc1ccccn1. The HOMO-LUMO gap is 8.79 eV. Its HOMO energy is -0.4416 hartree.

ORCA input file:
```
! RIJCOSX wB97M-V def2-TZVPD def2/J DEFGRID3
* xyz 1 1
S -1.29567 0.94485 1.22612
O 0.41363 -1.36661 -0.15049
N -1.91128 -1.65437 0.88323
N 1.76041 0.46598 -0.63551
C -1.57316 2.53146 0.26518
C 2.69157 -1.33148 0.62161
C 3.84581 -0.56556 0.67455
C -1.74428 -0.37006 0.02830
C 2.91448 1.12772 -0.67802
C -3.07738 0.00134 -0.63522
C 1.62517 -0.74788 -0.07753
C -0.60177 -0.77492 -0.94392
C 3.97180 0.63726 0.08142
H -3.94031 -0.14078 0.03694
H 2.92495 2.02848 -1.33741
H 4.67451 -1.04265 1.12629
H -2.61751 -2.25825 0.50636
H -3.00392 1.07596 -0.82920
H -3.27944 -0.57609 -1.53898
H -1.06942 3.25849 0.84945
H -0.22085 0.09173 -1.46215
H 2.70979 -2.38098 1.06908
H -2.63408 2.72161 0.20548
H -1.06380 -1.67806 -1.46838
H -1.25184 2.48070 -0.83628
H -2.06598 -1.41181 1.84116
H 4.84277 1.22013 0.11556
H -1.02422 -2.28622 1.06235
*
```

Which is most stable? The ranking, best first, is ii, i.